[1]
The following is a quantum chemistry calculation of a structure of composition C3H4O3Pb at a distorted geometry, from the OMol25 dataset.

ORCA input file:
```
! RIJCOSX wB97M-V def2-TZVPD def2/J DEFGRID3
* xyz 0 1
H 1.636 2.021 0.056
O 0.421 1.037 -0.082
C -1.269 0.728 -0.421
C -0.687 -0.272 0.396
O -0.591 -1.552 -0.078
C 0.566 -2.342 0.108
O 1.597 -1.654 0.288
Pb 2.239 0.151 -0.318
H -1.472 0.517 -1.473
H -1.792 1.568 0.039
H -0.649 -0.202 1.486
*
```

For the electronic energy, the calculation gives -14557.8081 eV. The orbital gap comes out at 6.56 eV. The value obtained for the energy above the lowest of the compared OMol25 structures with the same formula, charge and spin is 131.4 kcal/mol.


[2]
The following is a quantum chemistry calculation of a structure of composition C3H4O3Pt at a distorted geometry, from the OMol25 dataset.

ORCA input file:
```
! RIJCOSX wB97M-V def2-TZVPD def2/J DEFGRID3
* xyz 2 3
C 1.073 -0.182 -1.199
C 1.298 0.282 0.060
O 0.322 0.756 0.893
C -0.888 0.233 1.004
O -1.328 -0.593 0.094
O -1.731 0.739 1.745
H -0.536 -0.748 -0.773
H 2.253 0.201 0.581
H 0.554 0.505 -1.877
Pt -2.926 -0.457 1.103
H 1.911 -0.736 -1.632
*
```

As for the expectation value of S²: 2.0043. For the electronic energy, the calculation gives -12536.3033 eV. The orbital gap (spin up / spin down) comes out at 8.37 / 6.10 eV. The value obtained for the energy above the lowest of the compared OMol25 structures with the same formula, charge and spin is 9.3 kcal/mol.


[3]
The following is a quantum chemistry calculation of a structure of composition C3H4O3Ru at a distorted geometry, from the OMol25 dataset.

ORCA input file:
```
! RIJCOSX wB97M-V def2-TZVPD def2/J DEFGRID3
* xyz 2 7
O -1.315 0.251 -1.713
C -0.271 -0.145 -1.289
C 1.038 0.488 -1.033
H 1.807 -0.281 -0.917
H 1.029 1.541 -0.727
H 0.898 0.482 -2.289
Ru -2.518 0.000 1.025
O -0.376 -0.072 0.312
C 0.355 -0.614 1.288
O -0.530 -0.770 2.238
H -0.118 -0.880 3.107
*
```

As for the expectation value of S²: 12.0091. For the electronic energy, the calculation gives -11867.4867 eV. The orbital gap (spin up / spin down) comes out at 6.57 / 4.77 eV. The value obtained for the energy above the lowest of the compared OMol25 structures with the same formula, charge and spin is 130.2 kcal/mol.


[4]
The following is a quantum chemistry calculation of a structure of composition C3H4O3S at a distorted geometry, from the OMol25 dataset.

ORCA input file:
```
! RIJCOSX wB97M-V def2-TZVPD def2/J DEFGRID3
* xyz 0 1
C 1.142 -0.565 0.312
C 0.656 0.859 0.327
C 0.235 0.075 -0.781
O -1.671 -1.416 0.286
O -2.341 0.671 -0.916
O -1.020 0.759 1.144
S -1.441 -0.092 -0.188
H 2.103 -0.796 -0.051
H 0.964 -1.342 1.077
H 0.981 1.814 0.601
H 0.393 0.034 -1.811
*
```

For the electronic energy, the calculation gives -20149.4259 eV. The orbital gap comes out at 10.61 eV. The value obtained for the energy above the lowest of the compared OMol25 structures with the same formula, charge and spin is 114.1 kcal/mol.


[5]
The following is a quantum chemistry calculation of an isolated molecule of C3H4O3S at a distorted geometry, from the OMol25 dataset.

ORCA input file:
```
! RIJCOSX wB97M-V def2-TZVPD def2/J DEFGRID3
* xyz 0 1
C 1.481 0.382 0.162
C 0.433 -0.634 0.418
C -1.738 -0.201 -0.458
H 0.165 1.901 -0.016
H -0.209 -0.492 1.307
H 0.877 -1.646 0.378
H -2.551 -0.626 -1.053
O 1.014 1.565 -0.463
O -0.531 -0.725 -0.676
O -1.956 0.623 0.494
S 3.014 -0.147 -0.093
*
```

For the electronic energy, the calculation gives -20152.0231 eV. The SMILES is O=COCC(O)=S. The orbital gap comes out at 8.71 eV. The value obtained for the energy above the lowest of the compared OMol25 structures with the same formula, charge and spin is 54.2 kcal/mol.


[6]
The following is a quantum chemistry calculation of an isolated molecule of C3H4O3S at a distorted geometry, from the OMol25 dataset.

ORCA input file:
```
! RIJCOSX wB97M-V def2-TZVPD def2/J DEFGRID3
* xyz 0 1
C -0.771 -0.181 0.465
C 0.532 0.137 -0.047
C 1.886 -0.224 0.569
O -3.485 0.371 -1.874
O -1.869 0.468 0.459
O -0.169 -1.024 -0.525
S -3.448 0.659 -0.477
H 0.461 0.997 -0.620
H 2.700 -0.061 -0.093
H 1.987 -1.375 0.599
H 2.176 0.232 1.545
*
```

For the electronic energy, the calculation gives -20147.9837 eV. The orbital gap (spin up / spin down) comes out at 8.66 / 6.31 eV. The value obtained for the energy above the lowest of the compared OMol25 structures with the same formula, charge and spin is 147.4 kcal/mol.


[7]
The following is a quantum chemistry calculation of a structure of composition C3H4O3V at a distorted geometry, from the OMol25 dataset.

ORCA input file:
```
! RIJCOSX wB97M-V def2-TZVPD def2/J DEFGRID3
* xyz 0 4
O 1.374 -0.684 0.076
C 0.978 0.578 0.101
O 1.529 1.431 -0.740
V 0.179 2.638 -1.091
O -1.120 1.666 -0.262
C -0.408 0.715 0.427
H -0.671 0.519 1.477
C -0.235 -1.435 0.045
H -1.060 -2.171 0.014
H 0.056 -2.041 0.922
H -0.623 -1.217 -0.970
*
```

As for the expectation value of S²: 3.7638. For the electronic energy, the calculation gives -34996.6173 eV. The orbital gap (spin up / spin down) comes out at 5.61 / 5.51 eV. The value obtained for the energy above the lowest of the compared OMol25 structures with the same formula, charge and spin is 178.9 kcal/mol.


[8]
The following is a quantum chemistry calculation of a structure of composition C3H4O3Y at a distorted geometry, from the OMol25 dataset.

ORCA input file:
```
! RIJCOSX wB97M-V def2-TZVPD def2/J DEFGRID3
* xyz 2 2
C 0.507 -3.127 1.332
C 0.740 -2.505 0.177
O -0.199 -1.618 -0.341
C -0.347 -0.331 0.071
O -0.909 -0.048 1.200
O 0.213 0.505 -0.619
H 0.192 -2.610 2.239
H 1.522 -2.766 -0.539
H 0.932 -4.121 1.473
Y 1.648 2.430 -0.465
H -0.885 -0.827 1.850
*
```

As for the expectation value of S²: 0.7504. For the electronic energy, the calculation gives -10339.4782 eV. The orbital gap (spin up / spin down) comes out at 6.03 / 5.97 eV. The value obtained for the energy above the lowest of the compared OMol25 structures with the same formula, charge and spin is 3.3 kcal/mol.


[9]
The following is a quantum chemistry calculation of a structure of composition C3H4O3Yb at a distorted geometry, from the OMol25 dataset.

ORCA input file:
```
! RIJCOSX wB97M-V def2-TZVPD def2/J DEFGRID3
* xyz 3 2
O 0.170 -0.466 0.657
Yb 2.312 2.790 3.199
O 0.934 1.127 2.079
C -0.017 0.893 1.335
O -0.864 1.516 0.745
C -0.588 -0.509 -0.378
C -0.123 -1.135 -1.613
H -1.665 -0.366 -0.209
H -0.806 -1.970 -1.838
H -0.267 -0.406 -2.427
H 0.914 -1.474 -1.550
*
```

As for the expectation value of S²: 0.7568. For the electronic energy, the calculation gives -40811.0285 eV. The orbital gap (spin up / spin down) comes out at 10.17 / 5.60 eV. The value obtained for the energy above the lowest of the compared OMol25 structures with the same formula, charge and spin is 34.2 kcal/mol.


[10]
The following is a quantum chemistry calculation of a structure of composition C3H4O4Rb at a distorted geometry, from the OMol25 dataset.

ORCA input file:
```
! RIJCOSX wB97M-V def2-TZVPD def2/J DEFGRID3
* xyz -1 1
C 1.455 -0.154 0.856
C 0.839 0.979 0.226
O -1.045 1.002 0.114
C -1.820 0.015 -0.265
O -1.343 -1.055 -0.759
O -3.086 0.183 -0.207
O 2.346 -0.871 0.326
H 1.232 -0.321 1.926
H 1.143 1.128 -0.817
H 1.010 1.906 0.786
Rb -4.322 -2.354 -1.780
H 3.589 -0.458 -0.407
*
```

For the electronic energy, the calculation gives -12016.4071 eV. The orbital gap (spin up / spin down) comes out at 2.01 / 2.62 eV. The value obtained for the energy above the lowest of the compared OMol25 structures with the same formula, charge and spin is 137.7 kcal/mol.


[11]
The following is a quantum chemistry calculation of a structure of composition C3H4O4Rb at a distorted geometry, from the OMol25 dataset.

ORCA input file:
```
! RIJCOSX wB97M-V def2-TZVPD def2/J DEFGRID3
* xyz 1 1
O -0.144 -0.333 1.462
C 0.551 0.748 1.152
C -0.181 -1.155 0.340
O 0.796 1.651 1.923
O 0.842 0.742 -0.140
C 0.487 -0.504 -0.656
Rb 2.663 4.840 3.196
H -0.290 -2.218 0.528
H 1.060 -0.882 -1.503
H -2.040 -1.123 -1.255
O -2.109 -0.634 -2.187
H -1.634 -1.130 -2.860
*
```

For the electronic energy, the calculation gives -12014.5358 eV. The orbital gap comes out at 8.30 eV. The value obtained for the energy above the lowest of the compared OMol25 structures with the same formula, charge and spin is 28.5 kcal/mol.


[12]
The following is a quantum chemistry calculation of a structure of composition C3H4O4Tb at a distorted geometry, from the OMol25 dataset.

ORCA input file:
```
! RIJCOSX wB97M-V def2-TZVPD def2/J DEFGRID3
* xyz 1 7
O 0.255 1.780 1.761
C 1.298 1.235 1.229
C -1.056 1.209 0.506
O 1.772 0.162 1.639
O 1.143 1.284 -0.128
C -0.136 0.739 -0.494
H -1.501 2.176 0.266
H -1.878 0.640 0.951
H -0.362 0.843 -1.562
O -0.016 -3.562 -1.866
H 0.157 -4.499 -1.792
Tb 0.323 -2.005 -0.510
*
```

As for the expectation value of S²: 12.9238. For the electronic energy, the calculation gives -33787.8557 eV. The orbital gap (spin up / spin down) comes out at 7.43 / 6.48 eV. The value obtained for the energy above the lowest of the compared OMol25 structures with the same formula, charge and spin is 82.7 kcal/mol.


[13]
The following is a quantum chemistry calculation of a cluster of 2 separate species, C3H4OS in total at a distorted geometry, from the OMol25 dataset.

ORCA input file:
```
! RIJCOSX wB97M-V def2-TZVPD def2/J DEFGRID3
* xyz 0 1
C 0.640 -0.738 1.730
C 0.105 -0.325 0.742
C -0.501 0.174 -0.452
O 0.540 -2.735 -1.866
S -0.043 -3.086 -0.530
H 1.018 -1.371 2.513
H -1.302 -0.467 -0.687
H 0.276 -0.076 -1.119
H -0.708 1.247 -0.736
*
```

For the electronic energy, the calculation gives -16054.1495 eV. The SMILES is C#CC.O=S. The orbital gap (spin up / spin down) comes out at 7.59 / 7.64 eV. The value obtained for the energy above the lowest of the compared OMol25 structures with the same formula, charge and spin is 91.3 kcal/mol.


[14]
The following is a quantum chemistry calculation of a cluster of 2 separate species, C3H4OS in total at a distorted geometry, from the OMol25 dataset.

ORCA input file:
```
! RIJCOSX wB97M-V def2-TZVPD def2/J DEFGRID3
* xyz 0 1
C -1.831 0.258 -0.038
C 0.266 -0.611 0.021
C 1.376 0.322 0.040
O -2.563 1.218 0.025
S 0.019 -2.163 -0.003
H -2.218 -0.772 -0.189
H 1.331 0.912 0.957
H 1.276 1.018 -0.795
H 2.344 -0.182 -0.018
*
```

For the electronic energy, the calculation gives -16055.0920 eV. The orbital gap comes out at 7.81 eV. The value obtained for the energy above the lowest of the compared OMol25 structures with the same formula, charge and spin is 69.6 kcal/mol.


[15]
The following is a quantum chemistry calculation of a cluster of 2 separate species, C3H4OS in total at a distorted geometry, from the OMol25 dataset.

ORCA input file:
```
! RIJCOSX wB97M-V def2-TZVPD def2/J DEFGRID3
* xyz 0 1
C -1.754 0.599 -1.780
C 1.687 0.314 1.461
C 1.357 -0.936 1.345
O 1.902 1.459 1.556
S -2.902 -0.085 -0.875
H -1.301 1.562 -1.566
H 1.863 -1.723 1.992
H -1.628 0.001 -2.735
H 0.774 -1.190 0.602
*
```

For the electronic energy, the calculation gives -16055.8201 eV. The SMILES is C=C=O.C=S. The orbital gap comes out at 8.42 eV. The value obtained for the energy above the lowest of the compared OMol25 structures with the same formula, charge and spin is 52.8 kcal/mol.


[16]
The following is a quantum chemistry calculation of an isolated molecule of C3H4OS at a distorted geometry, from the OMol25 dataset.

ORCA input file:
```
! RIJCOSX wB97M-V def2-TZVPD def2/J DEFGRID3
* xyz 0 1
C 1.166 0.143 0.051
C 2.114 -0.315 0.642
C -0.074 0.808 -0.479
O -2.222 -1.116 -0.128
S -1.868 0.486 0.367
H -1.818 -1.861 0.408
H 3.004 -0.627 1.063
H -0.015 1.944 -0.352
H -0.287 0.536 -1.573
*
```

For the electronic energy, the calculation gives -16055.1949 eV. The SMILES is C#CCSO. The orbital gap comes out at 9.71 eV. The value obtained for the energy above the lowest of the compared OMol25 structures with the same formula, charge and spin is 67.2 kcal/mol.


[17]
The following is a quantum chemistry calculation of an isolated molecule of C3H4OS at a distorted geometry, from the OMol25 dataset.

ORCA input file:
```
! RIJCOSX wB97M-V def2-TZVPD def2/J DEFGRID3
* xyz 0 3
C 1.422 0.933 0.278
C 0.028 0.902 0.018
C -0.651 -0.424 0.320
O -0.415 1.936 -0.457
S 2.591 -0.082 -0.214
H 1.705 1.871 0.574
H -1.690 -0.486 0.046
H -0.345 -0.732 1.277
H -0.148 -1.138 -0.215
*
```

As for the expectation value of S²: 2.0098. For the electronic energy, the calculation gives -16055.2759 eV. The orbital gap (spin up / spin down) comes out at 8.55 / 7.00 eV. The value obtained for the energy above the lowest of the compared OMol25 structures with the same formula, charge and spin is 0.0 kcal/mol.


[18]
The following is a quantum chemistry calculation of an isolated molecule of C3H4OS2 at a distorted geometry, from the OMol25 dataset.

ORCA input file:
```
! RIJCOSX wB97M-V def2-TZVPD def2/J DEFGRID3
* xyz 0 1
C -1.298 -0.201 0.305
C -2.665 -0.201 0.164
C 0.148 0.662 0.288
O 0.958 -1.969 0.259
S -4.139 -0.430 -0.237
S 1.438 -0.726 -0.333
H -1.143 -1.372 0.376
H 0.548 0.943 1.198
H 0.171 1.408 -0.382
H 0.840 -0.678 -1.661
*
```

For the electronic energy, the calculation gives -26889.4389 eV. The orbital gap comes out at 8.31 eV. The value obtained for the energy above the lowest of the compared OMol25 structures with the same formula, charge and spin is 102.6 kcal/mol.


[19]
The following is a quantum chemistry calculation of an isolated molecule of C3H4OS3 at a distorted geometry, from the OMol25 dataset.

ORCA input file:
```
! RIJCOSX wB97M-V def2-TZVPD def2/J DEFGRID3
* xyz 0 1
C -1.722 0.003 -0.010
C 0.754 -1.016 0.589
C 0.748 1.025 -0.589
H 0.465 -0.795 1.670
H 1.361 -1.934 0.606
H 1.373 1.890 -0.634
H 0.488 0.818 -1.612
O 1.496 -0.013 -0.012
S -3.365 -0.001 -0.004
S -0.803 -1.462 -0.262
S -0.795 1.484 0.257
*
```

For the electronic energy, the calculation gives -37728.0253 eV. The SMILES is S=C1SCOCS1. The orbital gap comes out at 8.37 eV. The value obtained for the energy above the lowest of the compared OMol25 structures with the same formula, charge and spin is 16.1 kcal/mol.


[20]
The following is a quantum chemistry calculation of an isolated molecule of C3H4OS3 at a distorted geometry, from the OMol25 dataset.

ORCA input file:
```
! RIJCOSX wB97M-V def2-TZVPD def2/J DEFGRID3
* xyz 0 1
C 0.955 0.249 -0.114
C -0.154 -0.382 0.703
C -1.491 -0.355 -0.109
H 3.102 0.025 -0.812
H 0.057 -1.426 0.980
H -0.303 0.162 1.601
H -1.031 1.854 -0.238
O 1.085 1.419 -0.407
S 2.182 -0.946 -0.581
S -2.149 1.185 -0.533
S -2.253 -1.784 -0.491
*
```

For the electronic energy, the calculation gives -37728.3984 eV. The SMILES is O=C(S)CC(=S)S. The orbital gap comes out at 8.38 eV. The value obtained for the energy above the lowest of the compared OMol25 structures with the same formula, charge and spin is 7.5 kcal/mol.